ORCA calculation (the ωB97M-V functional and the def2-TZVPD basis) on a molecular structure, C12H20AsBF6MgO12.

Results
- E_LUMO: -0.279 Eh
- Relative energy (zero: lowest compared OMol25 entry of this formula, charge and spin): 1324.2 kJ/mol
- Multiplicity: 1
- Total charge: 0
- Kohn-Sham gap: 0.041 hartree

Geometry (Å):
Mg (-0.94674, 0.58591, -1.17541)
O (5.79539, -0.48253, 1.37759)
C (5.50623, -1.05887, 2.42807)
O (6.24934, -1.21625, 3.50130)
B (5.49478, -1.87500, 4.56247)
O (4.09492, -1.92224, 3.99932)
C (4.02685, -1.32183, 2.83661)
O (2.96024, -1.05337, 2.18933)
O (5.44568, -1.21095, 5.84871)
C (5.95053, -2.02241, 6.77477)
O (6.06894, -1.74965, 7.95928)
C (6.38158, -3.34135, 6.09064)
O (6.13258, -3.15228, 4.78260)
O (6.96253, -4.33529, 6.51223)
As (-2.65998, 3.45109, 3.81452)
F (-3.28737, 4.92585, 3.02165)
F (-0.92921, 4.08258, 3.67953)
F (-2.06090, 2.00671, 4.62088)
F (-4.30139, 2.65184, 3.90720)
F (-2.25490, 2.80570, 2.14882)
F (-2.89756, 4.15561, 5.45290)
C (-3.41445, -2.54893, 0.24225)
O (-2.35956, -2.30071, -0.69944)
C (-1.75035, -3.61372, -0.93854)
C (-1.26675, -3.52214, -2.42394)
O (-0.78876, -2.16262, -2.64659)
C (-0.13846, -2.12642, -3.90201)
H (-3.04325, -3.14038, 1.07921)
H (-4.13819, -3.30966, -0.05033)
H (-4.18548, -1.80313, 0.43563)
H (-2.36578, -4.50605, -0.82410)
H (-0.89747, -3.83733, -0.29769)
H (-2.16610, -3.72577, -3.00515)
H (-0.53468, -4.29633, -2.65375)
H (-0.83044, -2.65485, -4.55778)
H (0.84553, -2.56415, -4.07014)
H (-0.18806, -1.09455, -4.24968)
C (0.91403, 3.70272, -2.47808)
O (-0.33890, 3.15756, -2.81353)
C (-1.19099, 3.95161, -3.51274)
C (-2.36688, 3.15573, -4.07617)
O (-2.60252, 2.01431, -3.31198)
C (-3.61869, 1.12999, -3.90420)
H (0.71409, 4.74333, -2.22263)
H (1.62324, 3.65895, -3.30464)
H (1.31194, 3.15763, -1.62214)
H (-0.55386, 4.42173, -4.26183)
H (-1.51600, 4.73471, -2.82774)
H (-1.97964, 2.80051, -5.03113)
H (-3.18737, 3.85003, -4.25741)
H (-4.59698, 1.60481, -3.82944)
H (-3.63758, 0.19792, -3.33941)
H (-3.48322, 1.00202, -4.97815)

ORCA calculation (the ωB97M-V functional and the def2-TZVPD basis) on a molecular structure, C27H45CrF6O34P4.

Results
- E_LUMO (spin up / spin down): -0.010 / -0.168 Eh
- Multiplicity: 6
- Total charge: 0
- Kohn-Sham gap (spin up / spin down): 0.288 / 0.229 hartree

Geometry (Å):
Cr (1.03171, -0.05165, 0.87914)
P (-0.93028, 0.44215, -0.25183)
O (-0.22285, -0.90001, -0.42663)
O (0.33591, 1.32547, -0.48546)
O (-0.95039, 0.39777, 1.26520)
O (-2.23879, 0.70485, -1.09185)
C (-5.19945, 1.49459, -2.46385)
C (-5.06592, 0.05580, -2.33366)
O (-5.10435, -0.48214, -3.65578)
C (-5.46693, 0.45080, -4.49875)
O (-5.53386, 0.26504, -5.64678)
O (-5.73644, 1.61939, -3.84209)
F (-6.22764, -0.31851, -1.71274)
H (-4.16094, 1.79149, -2.31744)
H (-5.82511, 1.90460, -1.67103)
H (-4.18052, -0.37409, -1.86531)
C (-1.29850, 0.48217, -3.92142)
C (-1.08403, 1.93521, -3.67338)
O (-1.89018, 2.53643, -4.60344)
C (-2.14883, 1.63163, -5.59326)
O (-2.61628, 1.94820, -6.71715)
O (-1.79834, 0.39754, -5.21608)
F (0.21733, 2.23507, -3.99622)
H (-2.09479, 0.15767, -3.25156)
H (-0.37492, -0.09536, -3.88186)
H (-1.14993, 2.21893, -2.62301)
C (-1.50546, 3.56344, 0.93685)
C (-2.67953, 3.46182, -0.04983)
O (-3.06813, 4.83154, -0.03684)
C (-2.58491, 5.52751, 1.03591)
O (-2.95549, 6.69946, 1.37059)
O (-1.62895, 4.84075, 1.60961)
F (-3.60947, 2.80089, 0.58307)
H (-0.54068, 3.46697, 0.43887)
H (-1.54145, 2.75287, 1.66472)
H (-2.48326, 2.89933, -0.96262)
C (-3.94835, -0.62303, 1.46483)
C (-3.33912, -1.89384, 0.91586)
O (-4.45051, -2.31872, 0.05402)
C (-5.57318, -1.98714, 0.65340)
O (-6.70830, -2.38732, 0.35862)
O (-5.27474, -1.03703, 1.59927)
F (-3.13246, -2.78512, 1.89256)
H (-3.83740, 0.28395, 0.87055)
H (-3.50927, -0.35786, 2.42661)
H (-2.39725, -1.83461, 0.37044)
C (-2.17943, -2.83505, -2.31695)
C (-0.70989, -3.08939, -2.57483)
O (-0.59997, -2.77173, -3.90802)
C (-1.83285, -2.85488, -4.49815)
O (-2.05025, -2.63101, -5.67721)
O (-2.69457, -3.32028, -3.53580)
F (-0.40357, -4.42059, -2.23790)
H (-2.40453, -1.76944, -2.27333)
H (-2.57086, -3.32889, -1.42757)
H (-0.03039, -2.48499, -1.97392)
C (1.56982, 3.64255, -1.47746)
C (2.62519, 2.64085, -1.90756)
O (3.73106, 3.18005, -1.23570)
C (3.29595, 3.73303, -0.13917)
O (4.05173, 3.99950, 0.80519)
O (2.00113, 3.94456, -0.18732)
F (2.77881, 2.75133, -3.20227)
H (0.57882, 3.19262, -1.53731)
H (1.51779, 4.57741, -2.03552)
H (2.34859, 1.63297, -1.59813)
C (2.15388, -4.90106, 4.34225)
O (1.60150, -3.66668, 3.89058)
P (1.95432, -3.09078, 2.37655)
O (1.28427, -1.79660, 2.03736)
O (1.41838, -4.25989, 1.41641)
C (0.00658, -4.35455, 1.23870)
O (3.62475, -3.08625, 2.30553)
C (4.43458, -2.31980, 3.19182)
H (2.54396, -5.49202, 3.51358)
H (1.44164, -5.44012, 4.96695)
H (2.92168, -4.85148, 5.11435)
H (-0.44041, -3.64119, 0.54630)
H (-0.49355, -4.32337, 2.20669)
H (-0.14858, -5.34608, 0.81339)
H (5.04219, -2.92269, 3.86667)
H (3.81902, -1.74278, 3.88192)
H (5.16163, -1.67218, 2.70185)
C (2.97897, -3.53954, -1.12123)
O (4.07883, -2.62912, -1.16843)
P (3.90548, -0.99312, -1.13408)
O (2.88991, -0.41714, -0.13594)
O (5.42568, -0.52709, -0.76519)
C (5.88505, 0.84402, -0.86594)
O (3.76677, -0.52092, -2.67453)
C (2.48014, -0.55293, -3.36248)
H (2.00582, -3.05165, -1.17652)
H (3.01713, -4.09712, -0.18542)
H (3.03874, -4.17448, -2.00518)
H (5.27631, 1.51263, -0.25726)
H (5.89532, 1.21450, -1.89100)
H (6.91669, 0.91520, -0.52130)
H (2.55116, -1.34143, -4.11170)
H (2.27262, 0.42972, -3.78608)
H (1.64167, -0.74073, -2.69181)
C (2.00592, 4.02389, 3.70163)
O (2.56570, 2.83477, 4.17834)
P (1.89659, 1.37563, 3.92853)
O (1.94335, 0.89082, 2.50314)
O (2.73807, 0.53447, 5.08229)
C (2.81564, 0.97139, 6.36973)
O (0.41242, 1.46621, 4.57015)
C (-0.59430, 0.42822, 4.38482)
H (2.03237, 4.79389, 4.47268)
H (0.93765, 3.85493, 3.56618)
H (2.48102, 4.39790, 2.79472)
H (2.35491, 1.94141, 6.55656)
H (3.86822, 1.11202, 6.61548)
H (2.36362, 0.21328, 7.00930)
H (-1.47483, 0.64582, 3.78033)
H (-1.09383, 0.10120, 5.29676)
H (-0.14498, -0.47467, 3.97127)

ORCA calculation (the ωB97M-V functional and the def2-TZVPD basis) on a single C6H6N2 molecule.

Results
- E_LUMO (spin up / spin down): -0.030 / -0.057 Eh
- Relative energy (zero: lowest compared OMol25 entry of this formula, charge and spin): 925.8 kJ/mol
- Multiplicity: 1
- Total charge: 0
- Kohn-Sham gap (spin up / spin down): 0.279 / 0.230 hartree

Geometry (Å):
C (0.03782, 0.49596, -1.97728)
C (0.45795, 1.76675, -0.01841)
C (-0.09653, -0.71587, -1.50063)
C (-0.01549, 1.68785, 1.20154)
C (-0.76732, -1.19433, 0.51364)
C (0.48811, -1.31821, -0.30493)
N (-0.45252, 0.62660, 1.95510)
N (-0.94413, -0.33721, 1.36986)
H (0.75573, 2.68874, -0.43157)
H (-0.60995, -1.37591, -2.18332)
H (0.43388, 2.49369, 1.76519)
H (-1.47754, -1.70148, -0.00361)
H (0.89734, -2.39694, -0.52115)
H (1.29264, -0.71966, 0.13557)

ORCA calculation (the ωB97M-V functional and the def2-TZVPD basis) on a single C4H7ClN2O molecule.

Results
- E_LUMO: 0.026 Eh
- Relative energy (zero: lowest compared OMol25 entry of this formula, charge and spin): 82.8 kJ/mol
- Multiplicity: 1
- Total charge: 0
- SMILES string: O=C1NNCC[C@H]1Cl
- Kohn-Sham gap: 0.342 hartree

Geometry (Å):
C (1.28732, 0.00994, 0.35805)
C (0.47171, -1.12680, -0.29111)
C (-1.01166, -0.96457, 0.04096)
C (0.69604, 1.38704, -0.00650)
H (1.30717, -0.04192, 1.50558)
H (0.83339, -2.11978, 0.07939)
H (0.59232, -1.13557, -1.38582)
H (-1.16646, -1.13002, 1.09862)
H (-1.65937, -1.71402, -0.50760)
H (-2.38189, 0.46839, -0.21026)
H (-1.12455, 2.31422, -0.09185)
N (-1.42241, 0.34371, -0.38786)
N (-0.70617, 1.43421, 0.19246)
O (1.32150, 2.36986, -0.26498)
Cl (2.96306, -0.09468, -0.12906)

ORCA calculation (the ωB97M-V functional and the def2-TZVPD basis) on 2 unconnected molecules or ions with the total composition C5H10NO.

Results
- E_LUMO (spin up / spin down): -0.179 / -0.179 Eh
- Relative energy (zero: lowest compared OMol25 entry of this formula, charge and spin): 593.3 kJ/mol
- Multiplicity: 1
- Total charge: +1
- Kohn-Sham gap (spin up / spin down): 0.289 / 0.289 hartree

Geometry (Å):
C (0.16096, -0.49552, 0.06860)
C (-1.57870, 1.34107, -0.07456)
C (-2.31111, 0.08135, -0.56933)
C (0.26022, -1.89805, -0.41226)
C (2.21952, 1.14010, 0.39453)
N (-0.96751, 0.07701, 0.05735)
O (3.04598, 0.20620, 0.70017)
H (-1.22705, 2.17238, -0.57243)
H (-1.89917, 1.76029, 0.87844)
H (-3.11368, -0.08833, 0.11589)
H (-2.50046, -0.42482, -1.44685)
H (-0.68589, -2.23805, -0.82153)
H (0.57806, -2.53848, 0.47655)
H (1.18412, -1.92215, -0.99662)
H (2.05796, 1.19740, -0.62694)
H (1.76638, 1.64725, 1.19782)
H (3.01037, -0.01764, 1.63117)

ORCA calculation (the ωB97M-V functional and the def2-TZVPD basis) on a molecular structure, C5H6N2O.

Results
- E_LUMO: 0.018 Eh
- Relative energy (zero: lowest compared OMol25 entry of this formula, charge and spin): 534.7 kJ/mol
- Multiplicity: 1
- Total charge: 0
- Kohn-Sham gap: 0.362 hartree

Geometry (Å):
C (-0.84968, -0.73456, 0.95172)
C (0.24471, 0.30473, 0.99830)
C (-0.88547, -0.21263, -0.60319)
C (0.63086, -0.59141, -1.01951)
C (1.38716, -0.22426, 0.12577)
H (0.27384, 0.83615, 1.95762)
H (-1.75050, 1.15630, 0.62766)
H (-1.64228, -0.70510, -1.24249)
H (0.75854, -1.45572, -1.91537)
H (0.53800, 1.44480, -1.02237)
H (2.44327, -0.49092, 0.51755)
N (-0.75695, 1.03073, 0.00631)
N (1.39245, 0.62372, -1.13989)
O (-1.78394, -0.98185, 1.75789)

ORCA calculation (the ωB97M-V functional and the def2-TZVPD basis) on 5 unconnected molecules or ions with the total composition C9H7Cl12F6IO3P.

Results
- E_LUMO: -0.220 Eh
- Multiplicity: 1
- Total charge: +1
- Kohn-Sham gap: 0.243 hartree

Geometry (Å):
O (-3.60758, 0.61610, 3.14291)
C (-4.01781, 0.08810, 2.13558)
O (-5.11388, -0.68113, 2.04268)
C (-3.19276, 0.30225, 0.83135)
F (-3.92432, 0.07824, -0.24426)
F (-2.78599, 1.57451, 0.81780)
C (-1.96528, -0.66725, 0.78251)
F (-2.00904, -1.43553, -0.28069)
F (-2.02783, -1.47354, 1.84628)
C (-0.60836, 0.04493, 0.88324)
F (-0.54032, 0.70147, 2.03284)
F (0.37271, -0.85409, 0.88848)
C (-0.28875, 0.98824, -0.29257)
O (-0.77380, 0.87909, -1.38596)
P (0.95082, 2.40792, 0.20958)
I (-0.23125, 4.48483, 0.05823)
H (-5.88316, -0.14564, 1.82045)
H (2.12796, 2.44683, -0.54360)
H (1.28547, 2.19189, 1.55426)
C (1.64369, 1.74440, -4.23601)
Cl (3.31244, 2.15040, -4.61556)
Cl (1.01708, 2.83814, -2.97190)
Cl (0.61449, 1.81856, -5.65570)
H (1.62013, 0.73418, -3.84742)
C (2.88987, 3.45573, -8.18306)
Cl (3.73225, 2.23286, -9.13337)
Cl (3.84724, 4.93285, -8.06584)
Cl (1.29412, 3.78939, -8.85554)
H (2.75388, 3.06699, -7.18493)
C (-1.05874, -4.18299, 3.70928)
Cl (-1.34596, -5.82524, 4.26816)
Cl (-0.82792, -3.08196, 5.07031)
Cl (0.34339, -4.12491, 2.63141)
H (-1.92807, -3.85513, 3.15552)
C (2.77272, -3.41652, 5.47061)
Cl (2.50213, -5.05049, 6.07028)
Cl (3.05241, -2.29234, 6.80186)
Cl (4.11757, -3.37979, 4.32476)
H (1.88042, -3.10137, 4.94800)

ORCA calculation (the ωB97M-V functional and the def2-TZVPD basis) on 3 unconnected molecules or ions with the total composition C11H25F3N4O9S2Si.

Results
- E_LUMO: 0.016 Eh
- Multiplicity: 1
- Total charge: 0
- SMILES string: [H]/N=C(\C)C[Si@H](COC(F)(F)F)CC(N)(N)N.O=S1(=O)OCCO1.O=S1(=O)OCCO1
- Kohn-Sham gap: 0.338 hartree

Geometry (Å):
C (-2.23244, 1.37076, 0.27903)
C (-1.30580, 0.21453, -0.00864)
N (-1.17684, -0.77439, 0.77711)
C (-0.50984, 0.26176, -1.27484)
Si (0.73292, 1.70751, -1.25308)
C (0.65015, 2.71864, -2.87869)
O (-0.41145, 3.69583, -2.94708)
C (-0.32705, 4.78238, -2.16031)
F (-0.81145, 5.84656, -2.83987)
F (0.93680, 5.06499, -1.77478)
F (-1.08477, 4.65147, -1.02669)
C (2.50089, 1.12066, -0.91091)
C (2.85381, 1.41514, 0.55342)
N (4.19012, 0.84601, 0.80836)
N (2.89379, 2.83866, 0.78071)
N (1.77595, 0.84175, 1.34956)
H (-1.68317, 2.15399, 0.78446)
H (-2.64186, 1.79814, -0.62999)
H (-3.04022, 1.01967, 0.90784)
H (-1.75632, -0.63961, 1.60198)
H (0.04502, -0.66540, -1.36534)
H (-1.18029, 0.33978, -2.12727)
H (0.33945, 2.63605, -0.18864)
H (0.40795, 2.02294, -3.67654)
H (1.60604, 3.15340, -3.14705)
H (2.59983, 0.05622, -1.10332)
H (3.20047, 1.67720, -1.52326)
H (4.54472, 1.21439, 1.68114)
H (4.07993, -0.14955, 0.93990)
H (2.33834, 3.10293, 1.57553)
H (3.83547, 3.18073, 0.87010)
H (2.01048, 0.83386, 2.32947)
H (1.61746, -0.11019, 1.04961)
C (-1.64999, -2.28697, 4.56220)
C (-0.83485, -2.93014, 5.66585)
O (0.47298, -2.36221, 5.50390)
S (0.35074, -0.85735, 4.97806)
O (0.45898, 0.04393, 6.06493)
O (1.16553, -0.72981, 3.82636)
O (-1.18321, -0.93001, 4.53218)
H (-1.45674, -2.74615, 3.59091)
H (-2.71594, -2.29347, 4.76996)
H (-0.77032, -4.00942, 5.56882)
H (-1.21342, -2.66747, 6.65556)
C (-2.02631, -2.37332, -4.23629)
C (-2.67193, -3.68221, -3.83096)
O (-1.57159, -4.59650, -3.74441)
S (-0.26437, -3.82832, -3.22729)
O (-0.12823, -4.00917, -1.82997)
O (0.79788, -4.11068, -4.11933)
O (-0.80321, -2.34093, -3.49019)
H (-1.79054, -2.35058, -5.30186)
H (-2.62932, -1.50885, -3.97264)
H (-3.38371, -4.04655, -4.56548)
H (-3.15053, -3.61064, -2.85223)

no.,electronic energy (eV)
1,-120600.661
2,-180232.822
3,-9289.149
4,-21810.780
5,-8872.431
6,-10304.062
7,-199543.212
8,-73899.874